Entry 1:
The following is a quantum chemistry calculation of C35H33Cl3N6OSTl as an isolated structure, from the Open Molecules 2025 dataset.

Each line ends with the Löwdin charge.
Element x y z (Å)
C  -6.532  0.702  -0.705  0.02
C  5.399  -4.927  -0.306  -0.05
C  -2.712  3.298  -2.266  -0.12
H  3.522  -2.241  0.452  0.15
C  1.507  0.324  -0.369  -0.16
H  -7.188  1.536  -0.913  0.13
Cl  8.241  -2.279  -0.500  0.93
C  2.331  -2.296  2.649  -0.03
H  0.596  0.815  3.926  0.10
H  -4.223  1.494  1.047  0.10
C  -4.626  1.946  -1.796  -0.11
H  -0.257  -0.350  1.913  0.10
N  -1.928  1.215  -3.272  0.00
N  -4.367  -0.261  -0.821  -0.01
N  0.670  0.196  -1.382  -0.03
C  -2.018  3.125  -4.677  0.02
C  -7.012  -0.443  -0.083  0.00
H  -0.532  2.933  4.645  0.13
C  2.152  -1.500  4.891  -0.68
N  2.738  -0.119  -0.685  -0.06
C  2.680  -0.596  -1.970  -0.03
H  3.545  -0.970  -2.488  0.13
C  -3.720  2.429  1.276  -0.10
C  -0.883  2.383  3.781  -0.01
C  -2.212  2.503  -3.451  -0.26
C  4.022  -1.442  1.014  -0.27
C  3.374  -1.413  2.380  -0.21
Cl  1.412  -1.552  6.442  0.75
Cl  5.053  0.592  3.165  0.80
C  -1.504  2.388  -5.728  0.00
C  -1.446  0.494  -4.293  -0.12
C  3.788  -0.563  3.410  -0.57
C  5.949  -5.444  -1.493  -0.26
H  -3.399  4.070  -2.631  0.15
C  -5.197  0.759  -1.063  -0.28
H  6.726  -2.961  1.975  0.15
C  -2.443  2.086  1.988  -0.27
H  -1.275  -0.558  -4.101  0.11
H  5.608  -6.321  -2.027  0.11
C  -1.216  1.042  -5.537  -0.02
H  4.793  0.083  -0.301  0.15
H  5.063  -3.542  2.033  0.15
C  1.399  -0.403  -2.388  -0.12
H  -2.272  4.169  -4.802  0.13
H  1.297  0.815  0.566  0.13
H  0.984  -0.589  -3.362  0.10
C  6.070  -3.820  0.155  -0.23
H  2.001  -2.971  1.866  0.12
H  -4.106  -2.154  -0.044  0.12
N  -3.359  2.467  -1.244  -0.22
C  7.153  -3.499  -0.724  -0.89
C  -3.551  3.259  0.001  -0.13
C  5.797  -3.031  1.405  -0.14
Tl  -1.960  0.359  -0.956  1.14
H  -1.342  2.852  -6.692  0.13
H  3.697  0.710  0.917  0.10
C  -4.823  -1.361  -0.218  -0.10
H  -4.426  3.906  -0.123  0.14
H  -4.370  2.966  1.966  0.14
C  3.186  -0.604  4.657  -0.12
C  -0.719  0.567  2.259  -0.15
H  -2.543  3.693  3.402  0.13
C  3.868  -0.119  0.236  -0.05
H  -4.426  1.623  -2.819  0.14
C  -0.247  1.215  3.381  -0.02
S  7.287  -4.576  -2.072  1.14
H  -6.482  -2.403  0.643  0.13
H  0.913  -3.050  4.085  0.12
C  -6.146  -1.495  0.164  -0.01
N  -1.775  1.003  1.559  0.02
H  -2.686  3.915  0.105  0.13
H  -5.373  2.746  -1.842  0.15
H  3.522  0.058  5.443  0.12
C  1.712  -2.349  3.888  -0.09
H  -8.052  -0.510  0.209  0.13
C  -1.996  2.816  3.082  0.02
H  -0.835  0.429  -6.341  0.12
O  5.421  -1.700  1.128  -0.13
H  -1.864  3.817  -1.814  0.14
H  4.564  -5.389  0.200  0.14

Atoms 1-6, force components in eV/Å:
C -0.0195 -0.0290 -0.0252
C 0.0827 -0.0166 0.0347
C 0.0310 0.0241 -0.1042
H 0.1371 0.0214 -0.1790
C 0.0383 0.3156 -0.2113
H 0.0155 0.0095 0.0008

The charge is +3. Its HOMO-LUMO gap (alpha / beta) is 6.11 / 4.51 eV.

Entry 2:
The following is a quantum chemistry calculation of C23H44NP3PtS as an isolated structure at a distorted geometry, from the Open Molecules 2025 dataset.

Each line ends with the Löwdin charge.
Element x y z (Å)
C  -2.427  -1.929  -1.065  -0.26
H  -3.136  1.618  2.378  0.05
H  0.225  -3.025  -5.445  0.10
H  -2.352  2.661  3.592  0.08
C  3.266  0.311  -0.838  -0.26
H  -0.081  3.327  3.784  0.08
H  2.615  1.505  2.710  0.01
C  -3.397  -0.864  1.355  -0.23
H  -3.018  -0.503  2.314  0.00
C  0.459  -2.282  -3.438  -0.07
H  -3.550  1.648  -0.373  0.05
H  -2.121  3.471  0.277  0.05
H  1.673  -1.954  -8.431  0.13
H  -1.832  -2.736  -0.622  0.04
N  0.455  -2.137  2.679  0.23
H  -4.395  -0.440  1.176  0.08
C  3.172  1.180  1.828  -0.23
H  2.853  0.299  -1.851  0.04
H  4.250  0.799  -0.848  0.08
H  -0.351  1.384  -0.908  -0.03
H  -1.980  0.920  3.558  0.03
P  -2.291  -0.417  -0.039  0.66
C  -2.208  1.792  2.932  -0.23
H  0.587  -3.258  -2.974  0.12
H  0.679  1.720  3.677  0.03
H  2.288  -4.180  -7.507  0.13
Pt  -0.096  0.437  0.392  0.47
H  -0.052  -0.767  -6.440  0.11
C  1.542  -0.915  4.438  0.01
C  -1.266  3.658  0.938  -0.21
H  3.371  -0.723  -0.489  0.04
C  0.252  -2.144  -4.802  -0.04
H  -0.376  -2.526  2.246  0.12
H  4.054  1.825  1.706  0.09
P  -0.803  2.116  1.807  0.63
C  1.254  -3.937  -7.779  0.22
C  0.386  -1.497  3.883  -0.27
C  0.925  -2.740  -8.282  0.21
H  -1.828  -0.760  6.380  0.14
H  0.076  1.263  -4.987  0.14
C  0.401  0.137  -3.184  -0.10
C  2.287  2.953  -0.327  -0.22
H  1.283  3.074  2.666  0.04
C  -3.232  0.816  -1.015  -0.23
H  1.632  3.073  -1.199  0.05
H  2.464  -0.966  3.850  0.12
C  0.100  -0.870  -5.365  -0.02
H  -2.065  -1.745  -2.081  0.04
H  -0.096  -2.520  -8.615  0.13
H  0.513  -4.737  -7.672  0.13
H  -1.540  4.433  1.667  0.08
H  -0.431  4.018  0.326  0.04
C  0.178  0.266  -4.552  -0.01
C  -0.883  -0.821  5.845  0.01
H  1.323  -2.180  2.158  0.12
C  0.394  2.609  3.100  -0.24
H  -3.480  -1.957  1.404  0.06
H  -2.591  1.204  -1.815  0.04
H  1.987  3.673  0.443  0.05
C  0.505  -1.138  -2.600  -0.62
C  -0.845  -1.387  4.569  0.01
H  3.507  0.148  1.988  0.05
H  -1.734  -1.793  4.080  0.13
H  -3.483  -2.232  -1.099  0.08
H  0.459  1.021  -2.548  0.06
C  0.298  -0.349  6.441  0.04
H  0.286  0.003  7.474  0.15
C  1.491  -0.335  5.707  0.00
H  -4.116  0.342  -1.464  0.08
H  2.397  0.111  6.127  0.14
H  3.324  3.157  -0.632  0.08
P  2.163  1.231  0.298  0.65
S  0.685  -1.437  -0.910  0.72

Atoms 1-6, force components in eV/Å:
C 0.3263 0.1235 0.0233
H 0.1220 0.0764 0.1874
H -0.1371 0.1070 0.3247
H 0.0963 -0.1757 -0.2995
C -0.3776 -0.0511 0.0043
H 0.0785 -0.1402 -0.2900

The charge is +4. Its HOMO-LUMO gap (alpha / beta) is 6.64 / 4.64 eV. For the energy relative to the best compared isomer or geometry (same formula, charge and spin), the calculation gives 0.000 eV. Its multiplicity is 5.

Entry 3:
The following is a quantum chemistry calculation of C28H33AsN6O3Se2SmTe2 as an isolated structure at a distorted geometry, from the Open Molecules 2025 dataset.

Each line ends with the Löwdin charge.
Element x y z (Å)
H  -4.400  0.490  -0.129  0.00
H  2.150  -5.827  -4.506  0.10
H  1.902  -4.754  2.698  0.10
H  -3.656  2.883  4.869  0.11
H  -2.073  0.274  -0.831  0.11
C  -1.999  1.355  -0.551  -0.20
H  5.054  2.401  -2.347  0.08
C  -2.538  3.059  0.975  -0.24
C  2.428  0.701  -1.004  -0.09
O  0.281  0.774  2.144  -0.31
C  3.633  -3.529  -0.541  -0.12
H  1.524  -0.953  -4.259  0.10
C  -4.130  3.842  -0.543  -0.17
C  4.434  1.584  -2.050  -0.10
H  -0.954  1.448  -0.240  0.11
C  2.263  -3.930  -5.543  -0.09
H  5.715  0.107  -2.935  0.07
H  3.013  2.816  -1.022  0.10
H  -4.737  4.197  0.260  0.12
C  2.339  -3.086  -0.240  -0.38
H  -3.037  3.457  1.941  0.16
C  3.240  1.805  -1.378  -0.07
As  1.256  -1.853  -1.354  1.33
C  -1.616  2.557  4.974  -0.59
H  -2.105  4.311  -2.034  0.12
C  1.632  -2.768  -3.079  -0.40
H  -5.040  1.791  0.935  0.14
H  3.965  -1.630  -2.871  0.06
C  1.771  -3.484  0.982  -0.12
N  -4.468  2.463  -0.950  -0.09
C  2.386  -4.447  1.777  -0.09
O  -1.175  3.449  5.715  -0.01
H  -2.984  0.037  5.013  0.01
H  1.763  -4.755  -2.230  0.13
H  -3.839  1.115  -2.427  0.12
H  0.768  -3.133  1.295  0.01
H  -4.260  4.469  -1.424  0.12
N  -3.338  0.804  4.442  -0.11
H  4.045  -5.764  2.028  0.10
N  -2.199  2.224  -1.721  -0.07
H  4.139  -3.201  -1.424  0.08
H  2.054  -1.912  -6.342  0.10
Te  -1.896  -2.502  0.767  0.06
H  5.282  -4.750  0.017  0.11
C  2.093  -4.738  -4.398  -0.10
C  4.781  0.300  -2.517  -0.06
C  1.778  -4.159  -3.208  -0.13
H  2.751  -4.302  -6.442  0.09
H  1.011  2.385  4.546  0.17
C  3.628  -4.960  1.438  -0.09
C  3.854  -0.749  -2.352  -0.12
H  0.334  3.705  3.440  0.13
C  0.304  2.613  3.652  -0.19
C  2.741  -0.598  -1.508  -0.37
C  -4.261  1.577  0.159  -0.24
Te  -2.099  -3.663  3.260  0.10
C  2.084  -2.544  -5.462  -0.09
C  1.711  -2.009  -4.232  -0.15
N  -2.762  3.959  -0.075  -0.10
Se  -4.264  -1.756  0.937  -0.28
C  0.874  1.952  2.398  -0.58
C  4.280  -4.397  0.333  -0.09
H  -3.819  2.803  -2.916  0.13
Se  -0.873  -1.851  4.602  -0.31
N  -2.863  1.698  0.589  -0.18
H  -3.260  1.976  6.241  0.12
C  -3.036  2.048  5.164  -0.19
H  -0.831  3.528  -0.856  0.16
H  -1.498  3.142  1.333  0.12
O  1.820  2.398  1.736  0.02
H  1.603  0.827  -0.404  0.03
C  -1.921  3.591  -1.241  -0.14
H  -4.367  0.724  4.496  0.11
N  -0.947  2.054  3.946  -0.12
Sm  -1.827  0.207  2.560  1.15
C  -3.612  2.102  -2.079  -0.17

Atoms 1-6, force components in eV/Å:
H 0.0252 1.3102 0.1598
H 0.2591 0.4457 0.1799
H -0.0878 -0.1022 -0.1300
H -0.4272 0.0238 -0.6215
H -0.5822 0.7952 0.1427
C 1.0627 -0.9579 -0.7038

The charge is -1. Its HOMO-LUMO gap (alpha / beta) is 6.46 / 6.47 eV. For the energy relative to the best compared isomer or geometry (same formula, charge and spin), the calculation gives 0.170 eV. Its multiplicity is 6.

Entry 4:
The following is a quantum chemistry calculation of one molecule with the formula C4H4O3, from the Open Molecules 2025 dataset.

Each line ends with the Löwdin charge.
Element x y z (Å)
H  0.671  -1.790  0.967  0.13
C  -0.052  -0.010  -0.173  -0.36
C  1.299  0.297  -0.745  -0.16
H  -1.006  -1.160  1.447  0.13
C  -0.203  -1.189  0.711  -0.06
C  -0.996  1.141  0.050  -0.16
H  -0.504  2.101  0.283  0.14
O  1.753  1.413  -0.814  0.08
O  -0.615  -1.227  -0.628  0.03
O  -2.193  1.017  0.018  0.10
H  1.846  -0.593  -1.116  0.14

Atoms 1-6, force components in eV/Å:
H -0.0996 0.1038 -0.0893
C -0.0020 0.1609 -0.0276
C 0.1637 0.3565 0.0368
H 0.1228 0.0249 -0.1173
C 0.0678 -0.1278 0.2725
C -0.4082 -0.0071 0.0558

The structure (SMILES) is O=CC1(C=O)CO1. Its HOMO-LUMO gap is 10.43 eV. For the energy relative to the best compared isomer or geometry (same formula, charge and spin), the calculation gives 2.216 eV.

| no. | total energy (eV) |
| --- | --- |
| 1 | -100889.92668 |
| 2 | -67962.68333 |
| 3 | -268681.33249 |
| 4 | -10352.99601 |